(i)
{
  "formula": "C22H28N2O3",
  "method": "ωB97M-V/def2-TZVPD",
  "species": ["H", "H", "O", "H", "C", "H", "C", "H", "H", "O", "H", "C", "C", "H", "C", "H", "H", "C", "C", "C", "H", "H", "C", "C", "C", "H", "N", "H", "H", "H", "C", "C", "H", "H", "H", "H", "C", "H", "N", "H", "C", "C", "H", "C", "H", "H", "C", "H", "C", "O", "H", "H", "C", "C", "C"],
  "positions_angstrom": [[0.97737, -0.81732, 4.55859], [1.30475, -1.96523, 5.90838], [-2.45483, 2.87367, 1.18270], [0.61643, -0.87111, -4.81989], [-1.59482, -0.90561, 2.69306], [0.90881, 0.40930, 1.04560], [-1.66175, -0.82062, 1.38034], [1.34767, -2.57073, 4.26228], [-1.24446, -0.15047, 4.71382], [-1.24855, -3.32091, 2.60019], [1.17873, -2.75459, -6.08055], [1.16883, -1.74117, -4.28132], [1.21671, 0.80001, -0.17006], [-1.87132, 2.06400, 3.60043], [0.60685, 0.74801, -2.96489], [-2.13552, 2.42315, -0.71818], [-0.62274, -3.61986, 4.99321], [2.78567, -3.67343, -3.39435], [2.41099, -3.62713, -4.57075], [0.46493, 3.06728, 0.09293], [-1.60569, -1.87466, 0.76963], [1.84854, -1.27735, -0.39270], [1.00024, -0.42107, -1.01571], [-1.51545, 0.15726, 3.61745], [-2.13356, 1.41321, 1.64004], [-0.30336, 0.68284, -2.86105], [1.62657, -0.38626, -2.30920], [-2.33564, 0.29379, -0.13924], [-0.84260, 4.42493, -1.11133], [-3.02068, 3.97527, -0.24316], [0.92725, -1.95057, 4.85978], [-2.11504, 3.06484, 0.00436], [-1.25435, -2.02675, 5.43170], [3.58660, -4.19937, -3.06623], [1.97500, 2.35239, -2.15362], [-0.01474, -0.85049, -0.88421], [-0.63109, -2.45486, 4.83045], [1.19235, 0.85196, -3.90219], [0.29687, 1.73321, -0.58137], [0.53765, 2.79777, -2.48933], [-1.84228, 0.45809, 0.81900], [-1.17655, -2.42084, 3.45573], [-1.12545, 4.91072, 1.50096], [-1.84484, 1.26587, 2.99452], [3.09212, -2.25799, -1.59161], [2.68632, -4.59985, -5.20310], [1.78935, -1.50431, -3.02664], [0.30174, 2.60276, 1.08315], [1.54182, -2.52676, -5.20605], [-0.70087, 5.07035, 0.62604], [2.10792, 0.98679, -0.13648], [1.33282, 3.72457, -0.09553], [0.96799, 2.02345, -2.01187], [2.82329, -2.38781, -2.58452], [-0.94128, 3.89243, -0.25368]],
  "lumo_ev": 0.528,
  "e_homo_ev": -7.92,
  "multiplicity": 1,
  "mol_weight_da": 368.477,
  "total_charge": 0,
  "homo_lumo_gap_ev": 8.4
}

---

(ii)
{
  "formula": "C22H28N2O3",
  "method": "ωB97M-V/def2-TZVPD",
  "species": ["H", "C", "C", "H", "H", "C", "C", "C", "C", "H", "C", "C", "H", "C", "H", "H", "O", "C", "O", "H", "H", "C", "H", "H", "C", "N", "H", "H", "C", "C", "O", "N", "C", "H", "C", "H", "C", "H", "H", "H", "C", "C", "H", "H", "H", "H", "H", "C", "H", "H", "H", "C", "H", "C", "H"],
  "positions_angstrom": [[1.41321, 0.25220, -3.05267], [-0.76260, -2.10870, -4.13182], [0.17674, -1.08431, -4.16933], [1.78445, 3.41587, 5.44574], [3.45008, 3.85667, 5.86827], [-1.16761, -2.58366, -2.88996], [-4.94038, -1.44697, -5.54526], [-1.38070, -2.63636, -5.40230], [0.46352, -0.62125, 0.69138], [1.23590, 2.76456, 7.82190], [0.68294, -0.54463, -3.00417], [2.58568, 1.80555, 3.51882], [4.25387, 1.67488, 2.20001], [1.26830, 1.41162, 3.74290], [1.89927, 1.73341, 9.97780], [-0.66465, -2.56265, -6.22606], [-0.40032, -1.38530, 1.07158], [2.56740, 0.60641, 1.42298], [3.32942, 2.59189, 4.33442], [-3.54310, 1.08589, -6.99457], [-3.85999, -0.52352, -7.71240], [2.26851, 2.43954, 7.97024], [-2.11124, 0.06438, -5.26689], [1.47973, 0.29845, -0.80689], [-0.66985, -2.05238, -1.71550], [-2.58599, -1.93265, -5.82604], [-1.88341, -3.39128, -2.83701], [2.26531, 1.06983, 6.30638], [-3.69215, -2.04262, -4.89225], [2.80223, 3.02635, 5.57247], [-4.74173, -0.09882, -5.90059], [0.79849, -0.42423, -0.62019], [3.22735, 1.37996, 2.35106], [3.10569, 0.27120, 0.54734], [1.24345, 0.22437, 1.63723], [2.84278, 3.30679, 8.30346], [-2.36767, -0.53653, -6.15663], [-3.86647, -3.09786, -4.67213], [-5.78325, -1.46041, -4.85217], [1.72797, 0.49275, 8.73539], [2.30955, 1.35874, 9.04331], [0.61862, 0.62360, 2.81356], [-0.99830, -2.42903, -0.76182], [0.73835, 1.70930, 4.63346], [3.33309, 1.03742, 9.22160], [-3.49156, -1.50747, -3.94828], [-0.39865, 0.30641, 2.98700], [-3.64865, 0.02103, -6.77941], [-1.65523, -3.68747, -5.27598], [-5.19160, -2.03401, -6.44185], [0.52105, -0.70739, -5.12193], [2.83603, 1.93686, 6.64568], [3.87059, 1.61603, 6.78296], [0.25777, -1.01602, -1.76303], [-1.55222, -0.46644, -6.87982]],
  "lumo_ev": 0.710,
  "e_homo_ev": -8.25,
  "multiplicity": 1,
  "mol_weight_da": 368.477,
  "total_charge": 0,
  "smiles": "CCCCOc1ccc(C(=O)Nc2ccc(CN3CCOCC3)cc2)cc1",
  "homo_lumo_gap_ev": 9.0
}

---

(iii)
{
  "formula": "C22H28N2O3",
  "method": "ωB97M-V/def2-TZVPD",
  "species": ["O", "H", "O", "C", "H", "H", "H", "H", "C", "C", "H", "H", "C", "C", "N", "H", "H", "H", "H", "C", "H", "C", "C", "H", "H", "C", "C", "H", "H", "H", "H", "C", "C", "C", "C", "O", "H", "H", "H", "C", "C", "H", "N", "H", "C", "H", "C", "H", "H", "C", "C", "C", "C", "H", "H"],
  "positions_angstrom": [[-7.27261, 1.45763, 0.15990], [2.52798, 3.12796, 0.46404], [0.26727, -3.64864, -1.74908], [-3.17460, -1.36106, -0.87106], [3.49982, -2.66399, 2.64112], [5.20541, 4.37642, 0.52092], [6.48220, 3.45004, -0.26661], [-6.05921, -0.70630, 1.19714], [-2.38665, 0.17483, 0.78198], [2.62454, 1.06112, 0.95946], [-0.34455, -0.04518, 1.35335], [5.02141, 3.12641, -2.26348], [2.34814, -3.35793, -0.59254], [4.58142, 3.38549, -1.29855], [0.39145, -2.03845, -0.13441], [2.94853, -2.52872, -0.97313], [3.74099, 4.05925, -1.47628], [5.55155, 0.85743, -1.50360], [-5.94483, 2.46265, -1.05106], [2.63012, -3.59048, 0.90087], [4.83956, -1.14538, -0.35160], [3.26272, -0.16163, 0.75207], [4.31914, -0.22190, -0.14604], [-2.53853, 0.99231, 1.46939], [-5.72690, -1.47141, -0.37529], [-0.89329, -1.48604, -0.13076], [-7.07851, 0.20895, -0.46333], [1.03286, -1.60883, 0.52462], [-5.02006, 1.48862, 1.70304], [2.60403, -4.24462, -1.17273], [4.42014, -2.39109, 1.15481], [3.41145, -2.45335, 1.56802], [4.09816, 2.14263, -0.60840], [-1.93261, -1.95554, -0.92941], [0.88434, -3.04396, -0.89760], [2.73620, -1.21150, 1.46350], [-6.34476, 3.20019, 0.52938], [5.97622, 5.00300, -0.94040], [-6.92596, 0.35099, -1.54413], [-3.43524, -0.28715, -0.01502], [3.03713, 2.19161, 0.28838], [-4.01838, 2.23453, 0.41987], [-4.69270, 0.31794, -0.03555], [-3.95535, -1.72856, -1.51927], [-4.88175, 1.59703, 0.61416], [1.80610, 1.10273, 1.66122], [-1.13975, -0.41461, 0.72135], [1.68842, -3.73186, 1.43518], [-1.75583, -2.77878, -1.60081], [-5.86860, -0.51631, 0.12684], [5.62860, 4.10090, -0.44244], [-6.12667, 2.26205, 0.01611], [4.72680, 0.92401, -0.80854], [-7.99284, -0.36275, -0.29610], [3.21749, -4.50065, 1.03049]],
  "lumo_ev": 0.727,
  "e_homo_ev": -7.37,
  "multiplicity": 1,
  "mol_weight_da": 368.477,
  "total_charge": 0,
  "smiles": "CCc1ccc(OCCCC(=O)Nc2ccc(N3CCOCC3)cc2)cc1",
  "homo_lumo_gap_ev": 8.1
}

---

Stability, highest: (ii)

---

(i)
{
  "formula": "C4H4O",
  "method": "ωB97M-V/def2-TZVPD",
  "species": ["H", "C", "H", "C", "H", "H", "C", "O", "C"],
  "positions_angstrom": [[0.15805, -1.81234, 0.19833], [0.44600, -0.80934, 0.06553], [-1.41392, 0.24605, 1.44243], [-0.75493, 0.11926, 0.57330], [-1.01495, -0.03574, -1.64012], [1.80661, 1.24365, -0.39913], [-0.61405, 0.01117, -0.69970], [2.39422, 0.48502, -0.07410], [1.81279, -0.61203, 0.18792]],
  "lumo_ev": 0.706,
  "e_homo_ev": -7.67,
  "multiplicity": 1,
  "mol_weight_da": 68.075,
  "total_charge": 0,
  "homo_lumo_gap_ev": 8.4
}

---

(ii)
{
  "formula": "C4H4O",
  "method": "ωB97M-V/def2-TZVPD",
  "species": ["H", "H", "C", "C", "C", "C", "O", "H", "H"],
  "positions_angstrom": [[1.94175, -0.54090, 0.93692], [0.26513, 2.13624, 0.17052], [0.23141, 1.07002, 0.16392], [1.05451, -0.14923, 0.44891], [-0.42128, -0.23236, 0.36276], [0.34427, -0.00644, -0.84840], [-1.64188, -0.85451, 0.68663], [-2.18141, -1.13975, -0.04817], [0.40750, -0.28307, -1.87309]],
  "lumo_ev": 0.884,
  "e_homo_ev": -8.54,
  "multiplicity": 1,
  "mol_weight_da": 68.075,
  "total_charge": 0,
  "smiles": "O[C@]12[C@@H]3[C@H]1[C@@H]32",
  "homo_lumo_gap_ev": 9.4
}

---

Stability, highest: (ii)

---

(i)
{
  "formula": "C4H4O",
  "method": "ωB97M-V/def2-TZVPD",
  "species": ["C", "H", "O", "H", "H", "H", "C", "C", "C"],
  "positions_angstrom": [[-0.50946, -0.57445, 0.80000], [-2.05150, -0.87352, 2.44012], [1.38078, 0.78436, -0.04699], [-0.35764, 1.51854, -0.92970], [0.80522, 0.72128, -2.12019], [1.16112, -1.18459, -0.46177], [0.44031, 0.79932, -1.09788], [-1.35106, -0.74388, 1.64362], [0.52388, -0.35210, -0.19521]],
  "lumo_ev": 1.103,
  "e_homo_ev": -10.12,
  "multiplicity": 1,
  "mol_weight_da": 68.075,
  "total_charge": 0,
  "smiles": "C#C[C@H]1CO1",
  "homo_lumo_gap_ev": 11.2
}

---

(ii)
{
  "formula": "C4H4O",
  "method": "ωB97M-V/def2-TZVPD",
  "species": ["C", "O", "C", "H", "C", "H", "H", "H", "C"],
  "positions_angstrom": [[-1.32532, -0.76595, -0.02758], [0.76236, -0.64877, 1.23372], [1.06802, 0.40294, 0.31464], [0.53675, -1.43263, -0.75138], [-1.83656, 0.25356, -0.46866], [2.10084, 0.34450, -0.05715], [-2.21927, 1.17042, -0.82139], [0.74650, 1.40957, 0.59303], [0.16669, -0.73364, -0.01524]],
  "lumo_ev": 0.409,
  "e_homo_ev": -9.74,
  "multiplicity": 1,
  "mol_weight_da": 68.075,
  "total_charge": 0,
  "smiles": "C#C[C@H]1CO1",
  "homo_lumo_gap_ev": 10.1
}

---

Stability, highest: (i)

---

(i)
{
  "formula": "C8H9O5PY",
  "method": "ωB97M-V/def2-TZVPD",
  "species": ["O", "Y", "H", "O", "C", "P", "H", "C", "H", "O", "C", "C", "C", "H", "H", "H", "H", "O", "C", "O", "H", "C", "C", "H"],
  "positions_angstrom": [[0.89665, -2.14664, -2.82402], [-0.57471, 0.90157, -1.66620], [-1.61590, -1.84317, 1.21526], [-3.47421, -0.93599, -0.75161], [0.41676, -1.15005, -2.46968], [0.07815, -0.13502, 1.08903], [-0.80994, -0.24413, 3.38760], [-1.31513, 2.71685, -0.28917], [-0.01774, -2.51604, 1.67990], [-1.68994, 3.61893, 0.32278], [-2.57066, -0.30586, -1.08617], [0.19777, -0.19540, 2.93623], [1.61084, 1.93780, -1.82681], [0.75608, -1.11245, 3.20758], [2.34879, -0.95664, 1.57669], [2.18082, -0.62503, -0.18372], [0.74420, 0.68343, 3.32512], [2.66342, 2.39486, -1.84644], [-1.35137, 1.63183, -3.73133], [-1.73532, 1.99621, -4.75645], [-0.43283, -2.29187, -0.06270], [1.91679, -0.27617, 0.82462], [-0.54795, -1.88090, 0.94925], [2.32545, 0.73388, 0.98022]],
  "lumo_ev": -14.540,
  "e_homo_ev": -20.92,
  "multiplicity": 1,
  "mol_weight_da": 305.035,
  "total_charge": 3,
  "homo_lumo_gap_ev": 6.4
}

---

(ii)
{
  "formula": "C8H9O5PY",
  "method": "ωB97M-V/def2-TZVPD",
  "species": ["C", "C", "P", "C", "O", "C", "H", "Y", "O", "H", "H", "O", "O", "H", "H", "C", "C", "H", "C", "C", "O", "H", "H", "H"],
  "positions_angstrom": [[1.30740, 1.25682, -2.26978], [4.03070, -0.97768, -1.68708], [-1.18853, -0.06355, 0.29362], [-2.94672, -0.28919, 0.50961], [1.52383, -2.74474, 1.55058], [-0.70878, -0.32600, 2.12012], [-2.03958, 2.23158, 0.35146], [1.53916, -0.36521, -0.83048], [1.13729, 2.14656, -3.03509], [-1.46227, 0.09161, 2.70780], [-3.29857, 0.40528, 1.28534], [2.63590, 1.86592, 1.45973], [0.01490, -2.47238, -2.94654], [0.26117, 0.02669, 2.32411], [-0.32886, 2.26347, -0.08725], [-1.25328, 1.79977, -0.20294], [1.56477, -1.92827, 0.70673], [-0.71699, -1.43120, 2.21465], [2.28568, 1.08455, 0.65077], [0.56370, -1.72607, -2.19692], [5.12791, -1.25373, -2.07039], [-3.41917, -0.07828, -0.39794], [-1.53156, 1.76492, -1.28024], [-3.09811, -1.28088, 0.83013]],
  "lumo_ev": -15.477,
  "e_homo_ev": -20.95,
  "multiplicity": 1,
  "mol_weight_da": 305.035,
  "total_charge": 3,
  "homo_lumo_gap_ev": 5.5
}

---

Stability, highest: (i)

---

(i)
{
  "formula": "C6H7N3OS",
  "method": "ωB97M-V/def2-TZVPD",
  "species": ["H", "N", "C", "H", "S", "C", "N", "H", "C", "C", "H", "C", "H", "N", "H", "C", "O", "H"],
  "positions_angstrom": [[-1.59633, 0.46584, -1.65634], [-0.06414, -0.05644, -0.37651], [0.08404, 2.29754, 0.14776], [0.37246, 3.02767, -0.61480], [-1.73660, 1.89639, 0.34954], [0.80707, 1.05146, -0.26093], [2.07031, 1.11585, -0.44669], [0.87549, -2.90972, 0.94721], [-2.18033, -0.91981, -0.16724], [-0.06087, -1.27854, 0.21981], [0.29758, 2.73507, 1.17237], [1.18065, -1.92620, 0.66050], [1.83988, -1.82534, -0.15727], [-1.28798, -1.85392, 0.26358], [2.38850, 0.27414, -0.85042], [-1.41252, 0.36479, -0.59891], [-3.33640, -1.08707, -0.19710], [1.75920, -1.37172, 1.56542]],
  "lumo_ev": 0.097,
  "e_homo_ev": -9.39,
  "multiplicity": 1,
  "mol_weight_da": 169.209,
  "total_charge": 0,
  "smiles": "[H]/N=C1/CS[C@@H]2C(=O)N=C(C)N12",
  "homo_lumo_gap_ev": 9.5
}

---

(ii)
{
  "formula": "C6H7N3OS",
  "method": "ωB97M-V/def2-TZVPD",
  "species": ["H", "C", "H", "C", "H", "N", "N", "H", "C", "C", "O", "S", "N", "C", "H", "H", "H", "C"],
  "positions_angstrom": [[-2.79008, -0.40587, 0.98059], [1.93048, -0.48350, -0.00761], [-2.17665, 1.42695, 1.49748], [2.98494, 0.43781, -0.38150], [2.83288, -2.33452, 1.16057], [3.79716, 1.20015, -0.65169], [1.57275, -2.28936, -1.80011], [-3.57021, 1.01311, 0.64904], [-1.84306, 0.70435, -0.56425], [-2.59665, 0.64966, 0.70659], [0.69394, 1.51379, 0.87002], [2.04879, -1.33987, 1.62264], [-0.52232, 0.02256, -0.34636], [0.55405, 0.54394, 0.22062], [-2.39720, 0.09218, -1.46430], [-0.57652, -0.99177, -0.71748], [-1.58617, 1.75343, -0.80550], [1.64386, -1.51303, -0.96876]],
  "lumo_ev": 0.277,
  "e_homo_ev": -10.25,
  "multiplicity": 1,
  "mol_weight_da": 169.209,
  "total_charge": 0,
  "smiles": "CCNC(=O)C(S)(C#N)C#N",
  "homo_lumo_gap_ev": 10.5
}

---

Stability, highest: (i)